{"formula": "C14H16N2O4", "method": "wB97M-V/def2-TZVPD", "species": ["C", "O", "C", "C", "C", "C", "C", "O", "C", "C", "C", "H", "H", "H", "H", "H", "H", "H", "H", "H", "H", "H", "C", "N", "C", "O", "N", "C", "O", "C", "C", "H", "H", "H", "H", "H"], "coordinates": [[3.7780, -1.4915, 1.6993], [3.0921, -0.2083, 1.6985], [1.7427, -0.1161, 1.7940], [1.1237, 1.1653, 1.9198], [-0.2137, 1.2547, 2.2082], [-0.9902, 0.1044, 2.3030], [-2.4027, 0.3452, 2.4733], [-3.1177, -0.7679, 2.3943], [-4.5306, -0.5801, 2.1541], [-0.4176, -1.1772, 2.1032], [0.9283, -1.2804, 1.8180], [4.8174, -1.1761, 1.6998], [3.5712, -2.0758, 2.6068], [3.5682, -2.0592, 0.7830], [1.7212, 2.0718, 1.8278], [-0.7540, 2.1764, 2.3717], [-2.8679, 1.3122, 2.2111], [-4.9677, -1.5727, 2.1163], [-4.9271, -0.0318, 3.0215], [-4.6910, -0.0539, 1.2054], [-1.0649, -2.0606, 2.1582], [1.4060, -2.2520, 1.6417], [-4.1224, 4.2762, 5.7239], [-3.4400, 3.0180, 5.6214], [-3.3281, 2.5058, 4.3217], [-3.8203, 3.1601, 3.3930], [-2.6724, 1.3114, 4.1736], [-2.1403, 0.6171, 5.2215], [-1.5345, -0.4542, 5.0623], [-2.3206, 1.1904, 6.5287], [-2.9505, 2.3690, 6.7062], [-4.1659, 4.6035, 6.7570], [-3.6014, 5.0362, 5.1411], [-5.1407, 4.1837, 5.3449], [-1.9115, 0.6116, 7.3358], [-3.1088, 2.8486, 7.6791]], "mulliken_charge": [-0.828, -0.437, 0.835, -0.776, -0.553, 0.588, -0.475, -0.318, -0.708, -0.610, -0.193, 0.248, 0.359, 0.327, 0.402, 0.413, 0.513, 0.302, 0.255, 0.303, 0.425, 0.347, -0.927, 0.105, 0.441, -0.678, -0.158, 0.587, -0.646, -0.912, 0.190, 0.299, 0.294, 0.290, 0.413, 0.281], "homo_ev": -8.150, "total_charge": 0, "homo_lumo_gap_ev": 8.77, "lumo_energy_ev": 0.6193}



{"formula": "C6H15N2", "method": "wB97M-V/def2-TZVPD", "species": ["C", "C", "C", "C", "C", "C", "N", "N", "H", "H", "H", "H", "H", "H", "H", "H", "H", "H", "H", "H", "H", "H", "H"], "coordinates": [[-2.3087, 0.4217, 0.3580], [-1.2573, -0.3762, 0.5427], [-0.3359, 0.5576, -1.7483], [0.6723, -2.5395, 0.3230], [0.7826, 2.1788, 0.8860], [-0.2003, -0.4017, -0.4387], [0.4061, -1.5568, -0.7222], [1.0671, 0.7623, 0.4704], [-3.0442, 0.2478, 1.1939], [-2.4137, 1.0674, -0.5062], [-1.1800, -1.1159, 1.3538], [0.6560, 0.5420, -2.3041], [-1.1795, 0.1708, -2.1889], [-0.4770, 1.5594, -1.3805], [-0.0453, -3.2492, 0.5000], [1.5548, -3.1033, 0.0839], [0.9040, -2.0750, 1.2371], [1.7654, 2.5888, 1.2476], [0.4353, 2.6365, -0.0683], [0.0591, 2.3373, 1.7205], [0.8989, -1.6677, -1.6063], [1.4002, 0.1736, 1.2648], [1.8402, 0.8413, -0.2180]], "mulliken_charge": [-0.879, -0.253, -1.772, -1.127, -0.813, 0.981, -0.098, -0.436, 0.285, 0.284, 0.321, 0.443, 0.519, 0.453, 0.371, 0.361, 0.381, 0.347, 0.323, 0.306, 0.309, 0.344, 0.348], "homo_ev": -13.997, "total_charge": 1, "homo_lumo_gap_ev": 10.93, "lumo_energy_ev": -3.0639}



{"formula": "C4H9O2S2", "method": "wB97M-V/def2-TZVPD", "species": ["C", "C", "C", "C", "O", "O", "S", "S", "H", "H", "H", "H", "H", "H", "H", "H", "H"], "coordinates": [[-0.8930, 0.4413, 1.8531], [-0.4198, -0.8684, -0.1729], [1.0139, 1.1464, 0.3082], [-0.4238, 0.5431, 0.3161], [-5.0455, -0.1101, -1.0887], [-4.1329, -0.3257, 1.2051], [-1.5817, 1.5413, -0.7116], [-3.9321, -0.5391, -0.2079], [-0.9801, 1.4671, 2.3274], [-1.9020, -0.1166, 1.7576], [-0.1553, 0.0328, 2.5509], [0.0487, -0.9135, -1.2292], [-1.2925, -1.4526, -0.2713], [0.1936, -1.2088, 0.6047], [1.3393, 1.3382, -0.7116], [1.0932, 2.0697, 1.0024], [1.6753, 0.5093, 0.8296]], "mulliken_charge": [-1.126, -1.226, -1.569, 0.811, -0.505, -0.443, -0.440, 0.644, 0.318, 0.180, 0.349, 0.220, 0.385, 0.312, 0.384, 0.295, 0.410], "homo_ev": [-3.275, -3.277], "total_charge": -1, "homo_lumo_gap_ev": [6.50, 6.51], "lumo_energy_ev": [3.2299, 3.2311]}



{"formula": "C6H12O", "method": "wB97M-V/def2-TZVPD", "species": ["C", "C", "C", "C", "C", "C", "H", "H", "H", "H", "H", "H", "H", "H", "H", "H", "H", "H", "O"], "coordinates": [[-2.5219, -0.7419, 0.1366], [-1.6074, 0.5135, 0.3339], [-0.4946, 0.6575, -0.6374], [0.8834, 0.5530, -0.4119], [1.8424, 0.4838, -1.4399], [3.2259, 0.5485, -1.2888], [-3.5900, -0.5175, 0.1821], [-2.4188, -1.1558, -0.8752], [-2.2566, -1.5346, 0.8341], [-2.2953, 1.3728, 0.3681], [-1.1804, 0.3739, 1.3350], [-0.7983, 1.0054, -1.6290], [1.2628, 0.6829, 0.5905], [1.4229, 0.5539, -2.4479], [3.6375, 0.3652, -0.3091], [3.9381, 0.9671, -1.9835], [-0.0709, -0.6961, 2.4201], [0.3139, -2.1522, 2.3609], [0.7073, -1.2795, 2.4613]], "mulliken_charge": [-1.145, -0.198, -0.646, -0.185, -0.350, -0.920, 0.345, 0.365, 0.218, 0.317, 0.042, 0.239, 0.192, 0.244, 0.257, 0.227, 0.340, 0.304, -0.645], "homo_ev": [0.169, -2.293], "spin_multiplicity": 2, "total_charge": -1, "homo_lumo_gap_ev": [3.62, 5.97], "lumo_energy_ev": [3.7868, 3.6772]}



{"formula": "C4H5Cl", "method": "wB97M-V/def2-TZVPD", "species": ["C", "C", "C", "C", "H", "H", "H", "H", "H", "Cl"], "coordinates": [[0.3318, -0.4873, -0.1172], [-0.4877, 0.6528, -0.2067], [-1.9279, 0.5905, 0.0234], [-2.6269, -0.5786, 0.0362], [0.1185, -1.5041, 0.3151], [0.2286, 1.8444, -0.0120], [-2.2090, 1.4819, 0.4308], [-3.7054, -0.5568, 0.4087], [-2.3372, -1.4589, -0.4388], [2.1275, -0.0512, 0.0519]], "mulliken_charge": [-0.175, -0.202, -0.119, -0.704, 0.337, 0.192, 0.351, 0.206, 0.343, -0.230], "homo_ev": -8.849, "total_charge": 0, "homo_lumo_gap_ev": 8.75, "lumo_energy_ev": -0.0993}



{"formula": "C18H30AsN2NaO3S4", "method": "wB97M-V/def2-TZVPD", "species": ["Na", "C", "C", "C", "C", "C", "C", "C", "C", "C", "C", "H", "H", "H", "H", "H", "H", "H", "H", "H", "H", "H", "H", "H", "H", "C", "N", "C", "C", "O", "C", "O", "C", "C", "O", "N", "C", "C", "H", "H", "H", "H", "H", "H", "H", "H", "H", "H", "H", "H", "H", "H", "H", "H", "S", "As", "S", "S", "S"], "coordinates": [[-0.0976, -0.1610, 0.9424], [2.3643, 0.7317, -2.2407], [1.7994, 2.1434, -2.4023], [2.9027, 3.1426, -2.7607], [1.0374, 2.5838, -1.1728], [1.6535, 2.6573, 0.0757], [0.9452, 3.0704, 1.1932], [-0.3999, 3.4353, 1.1064], [-1.1558, 3.8580, 2.3293], [-1.0167, 3.3353, -0.1342], [-0.3068, 2.9218, -1.2533], [2.8733, 0.4135, -3.1558], [1.5646, 0.0280, -2.0107], [3.0793, 0.6867, -1.4178], [1.0834, 2.1235, -3.2314], [3.6480, 3.1858, -1.9633], [2.4928, 4.1457, -2.8906], [3.4104, 2.8499, -3.6839], [2.6898, 2.3582, 0.1858], [1.4277, 3.0824, 2.1638], [-1.2595, 2.9960, 2.9973], [-2.1542, 4.2113, 2.0747], [-0.6200, 4.6486, 2.8637], [-2.0771, 3.5411, -0.2135], [-0.8205, 2.8313, -2.2050], [-2.6231, -0.4567, -2.8757], [-2.2975, -1.6587, -2.1297], [-3.3616, -2.6534, -1.9928], [-1.2921, -1.6149, -1.2323], [-0.4986, -0.6655, -1.2049], [-1.2182, -2.7411, -0.2304], [-0.1386, -2.5711, 0.6688], [1.1617, -2.7793, 0.1582], [2.0118, -1.9139, 1.0785], [2.2635, -0.7536, 0.7549], [2.3507, -2.4172, 2.2941], [1.6280, -3.5573, 2.8519], [2.8350, -1.4736, 3.2899], [-3.4856, 0.0390, -2.4214], [-2.8529, -0.7200, -3.9116], [-1.7727, 0.2177, -2.8452], [-4.1586, -2.3903, -2.6849], [-3.7798, -2.6709, -0.9780], [-2.9993, -3.6528, -2.2506], [-1.1930, -3.7273, -0.7100], [-2.1426, -2.6956, 0.4008], [1.2738, -2.3948, -0.8571], [1.4215, -3.8451, 0.1851], [1.6325, -4.3990, 2.1630], [0.5944, -3.2917, 3.0865], [2.1386, -3.8637, 3.7648], [3.2756, -0.6201, 2.7850], [3.5806, -1.9675, 3.9166], [2.0039, -1.1171, 3.9066], [-3.9529, -2.8271, 1.7529], [-4.3842, -0.7354, 2.3149], [-2.5065, 0.6021, 1.7923], [-1.0521, 0.4007, 3.3067], [-5.5254, 0.0947, 0.6569]], "mulliken_charge": [0.131, -1.043, 0.193, -1.686, 0.888, 0.026, -0.893, 0.891, -1.290, -0.533, -0.435, 0.466, -0.078, 0.221, 0.394, 0.284, 0.404, 0.448, 0.188, 0.243, 0.158, 0.322, 0.409, 0.254, 0.144, -0.927, 0.104, -0.944, 0.806, -0.457, -0.141, 0.181, -0.741, 0.495, -0.503, 0.094, -0.993, -1.060, 0.335, 0.375, 0.165, 0.403, 0.239, 0.293, 0.384, -0.867, 0.383, 0.443, 0.308, 0.326, 0.351, 0.288, 0.346, 0.344, -0.709, 0.206, -0.130, -0.691, -0.811], "homo_ev": 0.339, "total_charge": -2, "homo_lumo_gap_ev": 3.12, "lumo_energy_ev": 3.4580}



Computed values of total energy (unit: eV) for the preceding records, in sequence: -25946.243 -9437.313 -30059.708 -8461.593 -16748.062 -136875.272.
Computed values of relative energy (zero: lowest compared OMol25 entry of this formula, charge and spin) (unit: kcal per mole) for the preceding records, in sequence: 64.6 61.3 42.1 28.7 47.5 18.7.